Record 1
# C4H12O4

A 3-piece molecular cluster, C4H12O4 overall at a distorted geometry (ωB97M-V/def2-TZVPD, OMol25).

XYZ file:
```
20
Properties=species:S:1:pos:R:3:lowdin_charge:R:1
O 4.36544 1.69491 -0.30949 -0.073
O -1.96934 -2.40484 0.64016 0.042
O 1.73367 -1.88924 2.33983 -0.083
O -0.60690 1.82749 -0.26116 -0.074
C -1.15828 -1.89319 -0.07376 -0.217
C -0.77161 -0.37432 0.34240 -0.069
C -2.40150 0.87364 -1.50987 -0.023
C -1.02924 0.65446 -0.85732 -0.451
H 3.68037 1.15168 0.19058 0.067
H 1.69003 -2.92726 2.49943 0.119
H 4.90335 1.91364 0.43042 0.005
H -2.43421 0.79615 -2.52105 0.033
H -1.23576 -0.04250 1.25344 0.100
H 1.18392 -1.45224 2.92693 -0.022
H -2.92607 0.18438 -0.90293 0.066
H -0.32724 0.51736 -1.74645 0.150
H -0.60167 -2.37449 -0.81476 0.095
H 0.40024 -0.32126 0.53501 0.131
H -2.72836 1.93534 -1.52716 0.101
H 0.23316 2.13027 -0.63425 0.102
```

Output
**SMILES string**: C[C@@H](O)CC=O.O.O
**Net charge**: 0
**Frontier orbital gap**: 9.8 eV
**HOMO**: -9.37 eV
**Relative energy (zero: lowest compared OMol25 entry of this formula, charge and spin)**: 73.28 kcal per mole

***

Record 2
# C4H12OS

A 2-piece molecular cluster, C4H12OS overall at a distorted geometry (ωB97M-V/def2-TZVPD, OMol25).

XYZ file:
```
18
Properties=species:S:1:pos:R:3:lowdin_charge:R:1
S 0.43961 -1.37563 2.86768 0.641
O -1.69241 -3.14171 -1.63603 -0.045
C 0.48360 1.06180 -0.49775 -0.308
C -0.03379 0.13806 0.62005 -0.311
C 1.15178 -0.57688 1.33110 -0.513
C -0.30295 2.24379 -0.95046 -0.145
H -1.63835 -3.55109 -2.50227 0.035
H 1.94822 0.04098 1.72357 0.059
H -1.12175 -2.40500 -1.80527 0.005
H 1.47043 1.54803 -0.30616 0.106
H 0.25826 2.84290 -1.68039 0.084
H 0.62244 0.39837 -1.50088 0.147
H -0.62432 2.75510 -0.03670 0.084
H -0.61852 -0.65034 0.12928 0.087
H 1.28117 -1.51994 0.70779 0.087
H -1.13226 1.92612 -1.47939 0.039
H 0.31534 -0.32725 3.70205 -0.161
H -0.80648 0.59269 1.31377 0.112
```

Output
**SMILES string**: CCCCS.O
**Net charge**: 0
**Frontier orbital gap**: 9.5 eV
**HOMO**: -8.90 eV
**Relative energy (zero: lowest compared OMol25 entry of this formula, charge and spin)**: 32.06 kcal per mole

***

Record 3
# C4H12OS2

A 2-piece molecular cluster, C4H12OS2 overall at a distorted geometry (ωB97M-V/def2-TZVPD, OMol25).

XYZ file:
```
19
Properties=species:S:1:pos:R:3:lowdin_charge:R:1
S -0.87530 1.47238 -0.69795 0.710
S 0.08820 1.66400 1.11290 0.761
O 0.54185 -1.39978 -0.07535 -0.135
C -1.03056 0.70314 2.11888 -0.391
C 0.17260 -2.78683 -0.21299 -0.285
C 1.31398 -3.63521 -0.74678 -0.075
C 0.54782 1.26513 -1.80903 -0.365
H 1.68298 -3.22147 -1.68533 0.079
H 0.86215 2.20950 -2.24203 0.060
H 0.88688 -4.60822 -1.00116 0.082
H 0.23824 0.57189 -2.58610 0.064
H -0.18554 -3.13339 0.75215 0.110
H -2.01667 1.15379 2.23131 0.068
H -0.64859 -2.88398 -0.92985 0.117
H -0.56003 0.62083 3.10141 0.066
H 2.11563 -3.82235 -0.03675 0.078
H 1.33731 0.81475 -1.21308 0.036
H -0.15487 -0.84417 -0.43101 -0.020
H -1.12166 -0.29740 1.70252 0.041
```

Output
**Net charge**: +1
**Frontier orbital gap (alpha / beta)**: 9.3 / 6.0 eV
**Spin multiplicity**: 2
**HOMO (alpha / beta)**: -13.95 / -13.94 eV
**Relative energy (zero: lowest compared OMol25 entry of this formula, charge and spin)**: 10.86 kcal per mole

***

Record 4
# C4H12OSi2

A 2-piece molecular cluster, C4H12OSi2 overall at a distorted geometry (ωB97M-V/def2-TZVPD, OMol25).

XYZ file:
```
19
Properties=species:S:1:pos:R:3:lowdin_charge:R:1
Si -0.01025 -0.03674 0.13056 0.562
Si -3.07431 0.31511 -0.06191 0.545
O -1.49567 0.51890 0.31334 -0.469
C 0.11102 -1.81637 -0.28045 -0.336
C 2.57605 1.11901 -0.13958 -0.201
C -0.86791 -2.66664 -0.07055 -0.099
C 1.32466 1.14530 0.86956 -0.298
H 1.68291 1.05018 1.87723 0.046
H 0.81879 2.14407 0.78719 0.072
H -3.57355 -0.81246 0.78305 -0.050
H 3.49000 1.71828 0.39249 0.113
H -3.34876 0.17323 -1.45199 -0.075
H -0.78558 -3.75055 -0.38637 0.081
H 2.38171 1.67235 -1.04655 0.025
H 0.57270 0.10222 -2.43007 -0.031
H 2.79430 0.06842 -0.27769 0.031
H 0.96809 -2.03674 -1.04174 0.071
H -1.66816 -2.40382 0.67950 0.049
H -3.44581 1.77423 0.23150 -0.038
```

Output
**Net charge**: 0
**Frontier orbital gap**: 7.6 eV
**HOMO**: -7.47 eV
**Relative energy (zero: lowest compared OMol25 entry of this formula, charge and spin)**: 104.78 kcal per mole